# C10H16O

2 unconnected molecules or ions with the total composition C10H16O in a non-equilibrium geometry (ωB97M-V/def2-TZVPD, the Open Molecules 2025 dataset).

Last column: Löwdin spin population.
Element x y z (Å)
C (-2.22, 0.11, -0.16)  -0.0010
C (-2.37, 1.56, -0.60)  0.0028
C (-2.81, -0.37, 1.26)  -0.0001
H (-2.93, -0.46, -0.80)  -0.0002
H (-1.30, -0.35, -0.51)  -0.0002
H (-2.90, 1.60, -1.55)  0.0001
H (-2.03, -0.36, 2.01)  0.0000
H (-3.64, 0.29, 1.56)  0.0000
H (-1.44, 2.10, -0.63)  0.0014
H (-3.06, 2.08, 0.13)  0.0002
H (-3.14, -1.37, 1.14)  0.0000
C (1.84, -2.62, 0.54)  0.0520
C (2.29, 0.53, -1.41)  0.0600
C (1.59, 1.45, -0.57)  0.2005
C (2.39, -0.76, -1.04)  0.0571
C (1.69, -1.18, 0.19)  0.2544
C (0.90, 1.06, 0.59)  0.1219
C (0.92, -0.29, 0.93)  0.0382
O (1.74, 2.76, -0.77)  0.1770
H (2.84, 0.92, -2.26)  0.0001
H (2.90, -1.54, -1.60)  0.0001
H (0.33, 1.76, 1.17)  0.0018
H (2.52, 2.81, -1.35)  0.0009
H (2.70, -3.19, 0.17)  0.0032
H (0.99, -3.24, 0.18)  0.0244
H (0.31, -0.60, 1.78)  -0.0019
H (1.89, -2.71, 1.60)  0.0071

Frontier orbital gap (alpha / beta)   9.845 / 6.173 eV
Charge   +1
Energy above the lowest of the compared OMol25 structures with the same formula, charge and spin   97.3 kJ/mol
Highest occupied orbital energy (alpha / beta)   -13.71 / -13.71 eV
Energy   -12668.1703 eV
LUMO energy (alpha / beta)   -0.14216 / -0.27702 Eh
Spin multiplicity   2

=====

# C10H16O2

2 unconnected molecules or ions with the total composition C10H16O2 in a non-equilibrium geometry (ωB97M-V/def2-TZVPD, the Open Molecules 2025 dataset).

Last column: natural (NBO) charge in e.
Element x y z (Å)
C (-1.51, -1.11, -3.08)  -0.5981
C (-1.40, -0.07, -1.97)  -0.4205
C (-0.19, -0.30, -1.10)  -0.0454
C (1.06, 0.28, -1.37)  -0.1837
C (2.17, -0.06, -0.63)  -0.2761
C (2.08, -1.02, 0.38)  0.2867
O (3.16, -1.27, 1.21)  -0.6743
C (0.86, -1.59, 0.70)  -0.2519
C (-0.24, -1.23, -0.08)  -0.2191
H (-1.82, -2.10, -2.74)  0.2077
H (-0.60, -1.19, -3.66)  0.2074
H (-2.25, -0.78, -3.81)  0.2092
H (-1.31, 0.91, -2.44)  0.2104
H (-2.31, -0.05, -1.37)  0.2100
H (1.07, 1.10, -2.08)  0.2126
H (3.16, 0.27, -0.94)  0.2105
H (3.97, -1.18, 0.70)  0.4772
H (0.72, -2.20, 1.58)  0.2284
H (-1.18, -1.73, 0.14)  0.2093
C (-1.69, 2.74, 2.63)  -0.6298
C (-1.11, 1.68, 1.73)  -0.0687
O (-2.28, 1.11, 1.07)  -0.7442
H (-1.02, 3.00, 3.45)  0.2070
H (-2.63, 2.43, 3.08)  0.2228
H (-1.92, 3.67, 2.09)  0.2080
H (-0.46, 2.03, 0.93)  0.1723
H (-0.65, 0.88, 2.31)  0.1660
H (-1.97, 0.35, 0.57)  0.4663

Frontier orbital gap   9.491 eV
Energy above the lowest of the compared OMol25 structures with the same formula, charge and spin   38.0 kJ/mol
SMILES   CCc1ccc(O)cc1.CCO
Highest occupied orbital energy   -8.73 eV
Energy   -14724.0819 eV
LUMO energy   0.02786 Eh

=====

# C10H16OS

2 unconnected molecules or ions with the total composition C10H16OS in a non-equilibrium geometry (ωB97M-V/def2-TZVPD, the Open Molecules 2025 dataset).

Last column: natural (NBO) charge in e.
Element x y z (Å)
C (-2.66, -0.70, 1.82)  -0.5996
C (-1.15, -0.81, 1.69)  -0.4370
C (-0.66, -1.00, 0.29)  -0.0399
C (0.14, -2.08, -0.09)  -0.1890
C (0.57, -2.23, -1.36)  -0.2562
C (0.10, -1.34, -2.30)  0.3020
O (0.47, -1.64, -3.58)  -0.7131
C (-0.82, -0.37, -2.02)  -0.2750
C (-1.22, -0.16, -0.72)  -0.1914
H (-3.12, -1.78, 1.54)  0.2085
H (-3.10, 0.08, 1.16)  0.2094
H (-2.96, -0.50, 2.91)  0.2151
H (-0.67, 0.09, 2.07)  0.2031
H (-0.64, -1.51, 2.30)  0.2119
H (0.55, -2.73, 0.62)  0.2060
H (1.08, -3.12, -1.67)  0.2266
H (0.09, -1.28, -4.40)  0.4998
H (-1.14, 0.21, -2.90)  0.2099
H (-1.85, 0.63, -0.41)  0.2118
C (0.50, 2.07, 0.20)  -0.7413
S (1.79, 3.32, 0.23)  0.1876
C (3.29, 2.51, 0.83)  -0.7645
H (-0.28, 2.41, -0.36)  0.2150
H (0.87, 1.09, -0.03)  0.2280
H (0.11, 1.78, 1.30)  0.1956
H (3.76, 1.98, 0.02)  0.2202
H (3.32, 1.70, 1.60)  0.2211
H (3.62, 3.42, 1.25)  0.2356

Frontier orbital gap   8.898 eV
Energy above the lowest of the compared OMol25 structures with the same formula, charge and spin   200.8 kJ/mol
SMILES   CCc1ccc(O)cc1.CSC
Highest occupied orbital energy   -8.17 eV
Energy   -23510.2715 eV
LUMO energy   0.02667 Eh

=====

# C10H16OSSi

C10H16OSSi in the gas phase in a non-equilibrium geometry (ωB97M-V/def2-TZVPD, the Open Molecules 2025 dataset).

Last column: natural (NBO) charge in e.
Element x y z (Å)
C (-0.45, 2.06, -3.58)  -0.6453
C (0.05, 1.30, -2.36)  -0.2559
S (-1.02, 1.28, -1.05)  0.6309
C (-0.20, 0.32, 0.03)  -0.7212
Si (-0.70, -0.63, 1.65)  1.5853
C (-0.30, 0.51, 3.26)  -1.0360
C (-0.02, -2.33, 1.74)  -1.1410
C (-2.69, -0.74, 1.86)  -1.0645
C (1.27, -0.16, -0.87)  -0.1307
C (2.31, -0.88, -0.29)  0.3549
O (3.10, -1.60, -0.85)  -0.5468
C (1.16, 0.48, -2.13)  -0.0182
C (2.36, 0.43, -2.99)  -0.6682
H (-0.62, 1.27, -4.36)  0.2319
H (-1.44, 2.35, -3.16)  0.2266
H (0.41, 2.80, -3.73)  0.2406
H (-0.58, 1.48, 2.96)  0.2290
H (-1.11, 0.09, 3.92)  0.2208
H (0.64, 0.39, 3.78)  0.2300
H (-0.85, -2.99, 1.93)  0.2473
H (0.58, -2.70, 0.93)  0.2609
H (0.57, -2.30, 2.65)  0.2490
H (-2.80, -1.81, 1.66)  0.2223
H (-3.10, -0.39, 2.83)  0.2367
H (-3.25, -0.23, 1.03)  0.2329
H (2.56, -0.69, 0.85)  0.1158
H (2.99, 1.31, -2.71)  0.2219
H (2.92, -0.45, -2.57)  0.2675
H (2.11, 0.46, -4.08)  0.2234

Frontier orbital gap   7.808 eV
Energy above the lowest of the compared OMol25 structures with the same formula, charge and spin   286.5 kJ/mol
SMILES   Cc1sc([Si](C)(C)C)c(C=O)c1C
Highest occupied orbital energy   -8.16 eV
Energy   -31387.1469 eV
LUMO energy   -0.01289 Eh